Molecular formula: C5H14KN4O6
Method: DFT, the ωB97M-V functional and the def2-TZVPD basis

Computed properties:
LUMO energy (alpha / beta): 0.03 / 0.02 eV
2S+1: 2
HOMO-LUMO gap (alpha / beta): 8.60 / 8.70 eV

Structure (XYZ):
```
30
Properties=species:S:1:pos:R:3:forces:R:3
K 0.372 0.130 -0.629 -0.245 0.167 -0.136
C -0.709 2.098 -3.644 -1.278 -0.012 0.227
O -1.153 2.888 -4.497 -0.714 2.048 -1.291
O -0.932 2.119 -2.449 -0.553 0.755 3.803
O -0.122 1.166 -4.167 2.783 -3.206 -2.020
C 0.812 -0.944 4.485 -1.302 -0.083 -0.371
C 0.110 -0.534 3.195 -1.526 1.280 2.556
O 0.993 -0.099 2.253 1.497 -0.274 -2.550
H 1.222 -0.066 4.984 0.642 -0.183 -0.194
H 1.498 -1.760 4.257 0.200 0.181 0.478
H 0.003 -1.254 5.146 0.197 -0.482 0.256
H -0.471 0.365 3.404 -0.629 0.122 0.655
H -0.690 -1.218 2.912 0.848 -0.497 -0.900
H 1.495 0.617 2.649 0.117 -0.010 -0.056
C -2.687 0.824 0.981 0.294 1.902 -0.142
O -1.924 -0.076 0.799 1.838 -2.658 -0.884
N -3.287 1.059 2.116 -1.466 -1.165 3.775
N -2.920 1.855 0.209 -0.409 2.280 -3.148
H -3.034 0.393 2.832 -0.691 0.512 0.362
H -3.856 1.886 2.222 0.210 -0.679 0.732
H -2.441 2.033 -0.662 -0.028 -0.131 -0.287
H -3.573 2.541 0.558 0.412 0.016 -0.724
C 2.516 -1.582 -2.940 -0.131 0.833 3.681
O 2.237 -1.212 -1.812 -0.706 0.309 2.306
N 2.425 -0.832 -3.934 -0.866 3.876 -4.457
N 3.004 -2.718 -3.206 2.957 -7.445 -0.072
H 1.901 -0.001 -3.700 -0.291 0.413 -1.393
H 2.537 -1.307 -4.819 -0.513 1.247 -0.311
H 3.299 -3.327 -2.456 -0.349 0.289 0.096
H 3.374 -3.044 -4.087 -0.297 0.593 0.009
```
Positions in Å, forces in eV/Å.

Charge distribution, natural (NBO) scheme, values in e: number 1, K, carries 0.967; number 2, C, carries 0.897; number 3, O, carries -0.464; number 4, O, carries -0.806; number 5, O, carries -0.604; number 6, C, carries -0.640; number 7, C, carries -0.061; number 8, O, carries -0.733; number 9, H, carries 0.201; number 10, H, carries 0.218; number 11, H, carries 0.211; number 12, H, carries 0.139; number 13, H, carries 0.198; number 14, H, carries 0.471; number 15, C, carries 0.766; number 16, O, carries -0.718; number 17, N, carries -0.831; number 18, N, carries -0.823; number 19, H, carries 0.404; number 20, H, carries 0.389; number 21, H, carries 0.445; number 22, H, carries 0.372; number 23, C, carries 0.747; number 24, O, carries -0.774; number 25, N, carries -0.782; number 26, N, carries -0.805; number 27, H, carries 0.441; number 28, H, carries 0.387; number 29, H, carries 0.401; number 30, H, carries 0.387

Molecular formula: C5H14MnN3
Method: DFT, the ωB97M-V functional and the def2-TZVPD basis

Computed properties:
relative energy (zero: lowest compared OMol25 entry of this formula, charge and spin): 141.4 kJ/mol
LUMO energy (alpha / beta): -4.26 / -3.19 eV
2S+1: 4
charge: +1
HOMO-LUMO gap (alpha / beta): 7.85 / 7.44 eV

Structure (XYZ):
```
23
Properties=species:S:1:pos:R:3:forces:R:3
C -2.099 2.535 -2.411 1.435 1.614 3.373
Mn 0.097 -0.383 -1.811 -1.079 0.912 0.177
N 1.429 -1.709 -2.862 -0.768 -0.087 0.087
H -1.307 0.735 -2.334 1.809 -2.366 0.424
H 2.397 -1.456 -2.996 0.189 -0.102 0.004
H -1.920 2.617 -3.482 -0.609 -0.549 0.083
H -2.404 3.588 -1.986 0.813 -1.785 -0.855
H -1.044 2.167 -1.917 -2.405 1.756 -1.081
H -2.810 1.830 -1.912 0.257 0.460 -1.394
H 1.340 -2.551 -2.283 0.374 0.239 -0.556
H 1.001 -1.874 -3.771 0.259 -0.306 -0.002
C 0.826 0.384 3.731 0.195 0.228 0.334
N 0.491 -0.277 2.472 0.052 -0.321 -1.255
C 0.107 -1.604 2.293 -0.098 0.435 -0.203
C -0.080 -1.782 0.947 0.365 0.454 0.489
N 0.228 -0.612 0.277 0.100 1.469 1.143
C 0.570 0.299 1.237 -0.574 -1.569 0.026
H 0.018 0.288 4.466 0.093 -0.017 -0.383
H 1.740 -0.034 4.177 -0.274 0.053 -0.317
H 0.992 1.447 3.521 -0.069 -0.322 0.111
H -0.016 -2.292 3.124 0.037 0.295 -0.237
H -0.407 -2.665 0.416 0.055 0.090 0.144
H 0.851 1.347 1.105 -0.157 -0.582 -0.113
```
Positions in Å, forces in eV/Å.

Charge distribution, natural (NBO) scheme, values in e: number 1, C, carries -0.877; number 2, Mn, carries 0.992; number 3, N, carries -1.147; number 4, H, carries -0.203; number 5, H, carries 0.413; number 6, H, carries 0.235; number 7, H, carries 0.235; number 8, H, carries 0.195; number 9, H, carries 0.232; number 10, H, carries 0.408; number 11, H, carries 0.409; number 12, C, carries -0.411; number 13, N, carries -0.306; number 14, C, carries -0.070; number 15, C, carries -0.075; number 16, N, carries -0.639; number 17, C, carries 0.211; number 18, H, carries 0.234; number 19, H, carries 0.230; number 20, H, carries 0.228; number 21, H, carries 0.248; number 22, H, carries 0.228; number 23, H, carries 0.230

Molecular formula: C5H14N
Method: DFT, the ωB97M-V functional and the def2-TZVPD basis

Computed properties:
relative energy (zero: lowest compared OMol25 entry of this formula, charge and spin): 548.0 kJ/mol
LUMO energy: -6.97 eV
charge: +1
HOMO-LUMO gap: 7.06 eV

Structure (XYZ):
```
20
Properties=species:S:1:pos:R:3:forces:R:3
C 0.081 -4.538 -4.002 1.240 1.125 0.497
C -0.530 -4.371 -2.611 2.430 0.362 1.352
C -0.052 -2.836 -1.772 -0.089 -0.240 -1.611
C 1.188 -2.196 -2.232 -3.103 2.830 1.691
C 1.078 -0.974 -3.092 -0.266 0.952 -2.094
N 1.587 -4.473 -3.898 0.428 2.078 0.134
H -0.176 -5.557 -4.361 -0.018 0.722 -0.003
H -0.314 -3.708 -4.611 -0.099 -0.739 -0.364
H -0.049 -5.060 -1.858 -0.826 0.429 -1.095
H -1.599 -4.361 -2.559 -0.447 -0.035 -0.051
H 0.152 -3.313 -0.815 -0.405 0.511 0.156
H -0.939 -2.065 -1.844 1.686 -1.797 0.000
H 1.927 -3.458 -3.756 -1.117 -1.125 0.680
H 1.992 -2.139 -1.494 0.678 -1.145 -0.767
H 0.860 -1.233 -4.178 -0.136 0.017 1.128
H 0.307 -0.154 -2.857 0.228 -1.918 0.251
H 1.922 -0.292 -3.191 0.796 -0.787 0.397
H -4.747 27.305 27.277 -0.309 2.278 -2.519
H -4.827 27.895 26.624 0.309 -2.278 2.519
H 2.140 -4.473 -4.767 -0.979 -1.240 -0.302
```
Positions in Å, forces in eV/Å.

Charge distribution, natural (NBO) scheme, values in e: number 1, C, carries -0.271; number 2, C, carries -0.246; number 3, C, carries -0.550; number 4, C, carries 0.291; number 5, C, carries -0.790; number 6, N, carries -0.799; number 7, H, carries 0.268; number 8, H, carries 0.195; number 9, H, carries 0.239; number 10, H, carries 0.244; number 11, H, carries 0.275; number 12, H, carries 0.304; number 13, H, carries 0.324; number 14, H, carries 0.244; number 15, H, carries 0.288; number 16, H, carries 0.317; number 17, H, carries 0.271; number 18, H, carries 0.000; number 19, H, carries 0.000; number 20, H, carries 0.397

Molecular formula: C5H14N
Method: DFT, the ωB97M-V functional and the def2-TZVPD basis

Computed properties:
relative energy (zero: lowest compared OMol25 entry of this formula, charge and spin): 835.0 kJ/mol
LUMO energy: -8.92 eV
charge: +1
HOMO-LUMO gap: 6.12 eV

Structure (XYZ):
```
20
Properties=species:S:1:pos:R:3:forces:R:3
C 1.684 -0.209 -0.006 2.331 -2.668 -0.596
C 1.294 1.044 -0.827 -1.838 -1.000 -1.945
C -0.180 0.804 -1.237 0.006 -0.566 1.466
C -1.026 0.646 0.044 -1.736 5.042 -0.341
C -2.059 -0.429 0.112 -3.959 0.219 0.117
N 0.924 -1.386 -0.092 0.923 1.678 -3.564
H 1.144 -0.330 0.952 0.058 1.741 2.503
H 2.862 -0.223 0.028 -2.144 -0.802 -0.603
H 1.404 1.827 -0.165 0.320 2.207 0.924
H 1.972 1.109 -1.723 -0.252 -0.306 1.157
H -0.613 1.513 -1.914 0.154 0.606 -0.284
H -0.230 -0.186 -1.649 0.153 -0.603 -0.975
H -0.274 0.625 0.821 -0.117 -0.570 0.995
H -1.506 1.758 0.284 0.978 -2.767 -0.631
H -2.765 -0.657 -0.787 1.608 1.113 0.889
H -2.936 -0.225 0.927 2.680 -0.736 -1.436
H -1.511 -1.325 0.206 -0.040 -1.417 0.837
H 0.449 -1.034 3.192 -0.671 -0.397 -0.883
H -0.010 -1.308 2.623 0.648 0.401 0.880
H 1.380 -2.014 -0.789 0.897 -1.175 1.490
```
Positions in Å, forces in eV/Å.

Charge distribution, natural (NBO) scheme, values in e: number 1, C, carries -0.303; number 2, C, carries -0.322; number 3, C, carries -0.394; number 4, C, carries -0.390; number 5, C, carries -0.654; number 6, N, carries -0.119; number 7, H, carries 0.390; number 8, H, carries 0.288; number 9, H, carries 0.245; number 10, H, carries 0.278; number 11, H, carries 0.259; number 12, H, carries 0.195; number 13, H, carries 0.187; number 14, H, carries 0.234; number 15, H, carries 0.247; number 16, H, carries 0.259; number 17, H, carries 0.209; number 18, H, carries 0.031; number 19, H, carries -0.026; number 20, H, carries 0.388

Molecular formula: C5H14N
Method: DFT, the ωB97M-V functional and the def2-TZVPD basis

Computed properties:
relative energy (zero: lowest compared OMol25 entry of this formula, charge and spin): 127.6 kJ/mol
LUMO energy: -3.32 eV
charge: +1
HOMO-LUMO gap: 11.32 eV

Structure (XYZ):
```
20
Properties=species:S:1:pos:R:3:forces:R:3
C -0.448 -1.649 2.397 -0.344 1.525 -0.391
C -0.714 -2.183 0.977 -1.384 -0.267 0.584
H -0.712 -2.351 3.170 -0.059 -0.236 0.164
H -1.047 -0.702 2.567 0.520 -1.095 0.124
H 0.622 -1.398 2.519 -0.406 -0.170 0.193
H -1.615 -2.854 0.958 0.761 0.815 -0.063
H -0.899 -1.373 0.238 -0.105 -0.691 0.235
H 0.117 -2.784 0.689 0.620 -0.484 -0.602
C -0.077 1.574 -2.795 0.812 0.158 -0.107
C 0.093 0.786 -1.527 0.370 0.612 0.762
C 0.579 1.348 -0.400 -0.354 -0.937 -1.500
N 0.656 0.547 0.836 -0.590 0.263 0.115
H 0.120 2.657 -2.727 -0.469 -0.413 0.468
H 0.658 1.274 -3.551 -0.178 -0.459 0.082
H -1.061 1.357 -3.187 -0.240 0.232 -0.235
H -0.241 -0.281 -1.588 0.410 1.006 0.319
H 0.956 2.365 -0.322 -0.211 -0.231 0.081
H 0.334 -0.419 0.669 0.243 0.307 -0.073
H 1.577 0.502 1.265 0.212 0.136 -0.038
H -0.002 0.917 1.540 0.391 -0.073 -0.117
```
Positions in Å, forces in eV/Å.

Charge distribution, natural (NBO) scheme, values in e: number 1, C, carries -0.622; number 2, C, carries -0.638; number 3, H, carries 0.257; number 4, H, carries 0.190; number 5, H, carries 0.185; number 6, H, carries 0.261; number 7, H, carries 0.171; number 8, H, carries 0.227; number 9, C, carries -0.662; number 10, C, carries -0.100; number 11, C, carries -0.121; number 12, N, carries -0.708; number 13, H, carries 0.238; number 14, H, carries 0.253; number 15, H, carries 0.247; number 16, H, carries 0.224; number 17, H, carries 0.241; number 18, H, carries 0.469; number 19, H, carries 0.443; number 20, H, carries 0.445